{
  "formula": "C7H16N3O2",
  "method": "ωB97M-V/def2-TZVPD",
  "total_charge": 1,
  "mol_weight_g_mol": 174.22,
  "relative_energy_kj_mol": 49.1,
  "homo_energy_ev": -12.42,
  "max_force_ev_per_a": 1.50,
  "total_energy_ha": -590.80003,
  "e_lumo_ev": -4.05,
  "homo_lumo_gap_ev": 8.374,
  "elements": ["C", "C", "C", "C", "C", "C", "C", "N", "N", "N", "O", "O", "H", "H", "H", "H", "H", "H", "H", "H", "H", "H", "H", "H", "H", "H", "H", "H"],
  "xyz": [[1.54581, -0.11626, -0.49721], [0.22498, 1.89140, 0.00941], [-0.62876, 1.25916, 1.13792], [-2.11124, -0.42029, 0.27576], [-3.36216, -0.59878, -0.48341], [-1.30326, -1.57401, 0.62208], [3.64597, -0.65023, 0.61020], [0.69173, 0.90852, -0.93524], [2.63085, 0.29271, 0.17996], [-0.39150, 0.44725, -1.77587], [1.26310, -1.28922, -0.71096], [-1.84624, 0.79036, 0.57643], [-0.38679, 2.61326, -0.53628], [1.06707, 2.41069, 0.46458], [-0.06385, 0.46507, 1.63424], [-0.90640, 2.03244, 1.85787], [-4.01388, -1.32465, 0.00109], [-3.11562, -1.00348, -1.46594], [-3.88417, 0.34608, -0.60991], [-0.90528, -1.52342, 1.63412], [-0.39668, -1.61349, -0.03017], [-1.83493, -2.50731, 0.47405], [3.18585, -1.63058, 0.71036], [4.45897, -0.71648, -0.11387], [4.04501, -0.33085, 1.57232], [2.92086, 1.25381, 0.09830], [-0.11157, -0.47735, -2.11372], [-0.41786, 1.06565, -2.58611]],
  "atomic_forces_ev_per_a": [[-0.41, 0.24, -0.18], [-0.55, -0.26, 0.47], [1.31, 0.72, 0.15], [-0.32, 0.28, -0.20], [-0.23, 0.36, 0.02], [0.60, -0.25, 0.12], [0.12, -0.19, 0.18], [0.14, -0.13, -0.61], [0.13, 0.19, 0.11], [0.12, -0.26, -0.10], [0.43, -0.18, -0.28], [-0.92, -0.64, -0.14], [0.16, 0.06, 0.13], [-0.11, 0.05, 0.02], [-0.21, 0.03, -0.04], [-0.06, -0.22, -0.04], [0.07, -0.08, 0.10], [0.14, -0.08, -0.04], [0.03, -0.01, -0.02], [-0.04, 0.04, 0.12], [-0.31, 0.18, 0.12], [-0.22, 0.06, 0.03], [0.07, 0.05, 0.02], [-0.03, -0.02, 0.01], [0.01, -0.07, -0.05], [-0.13, -0.02, -0.11], [0.03, 0.26, 0.08], [0.17, -0.12, 0.11]]
}

{
  "formula": "C28H41GeN3NiO3",
  "method": "ωB97M-V/def2-TZVPD",
  "multiplicity": 3,
  "total_charge": 2,
  "mol_weight_g_mol": 598.96,
  "relative_energy_kj_mol": 139.5,
  "homo_energy_ev": [-13.42, -13.47],
  "max_force_ev_per_a": 0.94,
  "total_energy_ha": -5066.13334,
  "e_lumo_ev": [-7.01, -7.66],
  "s2": 2.053,
  "homo_lumo_gap_ev": [6.416, 5.813],
  "elements": ["Ni", "C", "O", "C", "C", "C", "C", "C", "C", "N", "N", "C", "C", "C", "C", "O", "C", "N", "C", "C", "C", "C", "H", "H", "H", "H", "H", "H", "H", "H", "H", "H", "H", "H", "C", "C", "O", "C", "C", "H", "H", "H", "H", "H", "H", "H", "H", "H", "H", "C", "C", "C", "C", "Ge", "C", "C", "C", "C", "H", "H", "H", "H", "H", "H", "H", "H", "H", "H", "H", "H", "H", "H", "H", "H", "H", "H", "H"],
  "xyz": [[0.46306, -0.01076, -1.69216], [2.28328, -9.49003, -0.85806], [2.29901, -8.22845, -0.17831], [1.18943, -7.72272, 0.30343], [1.31721, -6.46864, 0.95292], [0.21584, -5.82040, 1.41676], [-1.06608, -6.41293, 1.26864], [-1.17662, -7.71026, 0.73097], [-0.07095, -8.34359, 0.22978], [-2.20758, -5.78049, 1.63010], [-2.44665, -4.61763, 1.86894], [-2.07596, -3.42774, 1.33267], [-2.08470, -2.30937, 2.16837], [-1.66876, -1.06999, 1.71584], [-1.20190, -0.90709, 0.42136], [-0.74957, 0.25346, -0.02727], [-1.20019, -2.03343, -0.47175], [-0.70570, -1.83725, -1.71921], [-0.84367, -2.78943, -2.61471], [-1.51674, -3.98879, -2.34330], [-1.95655, -4.23258, -1.06843], [-1.73826, -3.26962, -0.06541], [3.30015, -9.65176, -1.19627], [1.60781, -9.45973, -1.71388], [1.98942, -10.29377, -0.18270], [2.31070, -6.05643, 1.06756], [0.30804, -4.87043, 1.92879], [-2.15084, -8.18060, 0.69179], [-0.17206, -9.32345, -0.21538], [-2.37219, -2.43904, 3.20374], [-1.67010, -0.21293, 2.37661], [-0.43467, -2.59554, -3.59891], [-1.68330, -4.70278, -3.13734], [-2.50683, -5.13781, -0.85577], [3.68816, 2.01852, -1.85071], [3.11785, 1.47155, -0.55617], [2.43042, 0.22006, -0.75687], [3.32221, -0.90361, -0.62628], [2.53074, -2.19162, -0.62315], [4.14711, 2.99036, -1.67143], [2.89560, 2.13955, -2.59189], [4.45224, 1.35657, -2.25746], [2.38963, 2.15898, -0.13220], [3.90672, 1.32338, 0.18289], [3.86844, -0.79376, 0.31299], [4.04522, -0.89923, -1.44586], [1.84823, -2.20383, 0.22846], [3.19592, -3.05187, -0.55634], [1.96407, -2.27026, -1.55113], [-2.93631, 0.38023, -4.92562], [-2.58925, 0.99210, -3.57102], [-3.50046, 0.48648, -2.45541], [-3.51031, 1.32872, -1.17326], [-1.80083, 1.90425, -0.33194], [-0.30409, 2.86623, -1.21367], [-0.56903, 4.32395, -1.60268], [-1.65100, 4.51038, -2.66376], [-2.05012, 5.97402, -2.83066], [-2.17984, 0.62204, -5.67251], [-3.88985, 0.76720, -5.28453], [-3.02047, -0.70649, -4.85651], [-2.66376, 2.07747, -3.63990], [-1.54373, 0.74951, -3.32960], [-3.26234, -0.55207, -2.21804], [-4.52472, 0.48988, -2.83697], [-4.06831, 0.81601, -0.38712], [-4.04612, 2.26355, -1.36150], [-1.99617, 2.31832, 1.12779], [0.02084, 2.29002, -2.09828], [0.49299, 2.83169, -0.47060], [0.36438, 4.75997, -1.96621], [-0.85133, 4.88173, -0.70501], [-2.54090, 3.94136, -2.37017], [-1.29587, 4.11800, -3.62038], [-2.49835, 6.36057, -1.91448], [-2.77978, 6.08619, -3.63158], [-1.18252, 6.58887, -3.07203]],
  "atomic_forces_ev_per_a": [[0.21, -0.76, 0.51], [-0.07, -0.25, -0.11], [0.13, 0.07, 0.04], [-0.25, 0.15, 0.15], [0.11, 0.01, -0.03], [-0.13, 0.10, 0.00], [0.57, 0.08, -0.17], [-0.13, 0.11, 0.08], [0.03, -0.26, -0.14], [-0.58, -0.05, 0.00], [-0.04, -0.30, 0.23], [0.22, 0.45, -0.39], [-0.02, -0.30, 0.07], [0.10, 0.31, -0.14], [-0.17, -0.16, 0.27], [-0.14, 0.52, -0.45], [-0.02, -0.15, 0.06], [0.09, 0.70, -0.20], [0.05, 0.08, -0.09], [-0.06, -0.08, 0.12], [0.07, -0.03, -0.13], [0.04, 0.10, 0.17], [0.00, 0.02, 0.01], [0.03, 0.06, 0.01], [0.02, 0.06, 0.06], [-0.01, 0.01, 0.00], [0.03, 0.01, -0.04], [0.00, 0.02, -0.01], [-0.01, 0.04, 0.03], [-0.08, -0.02, -0.03], [0.00, -0.04, 0.04], [-0.01, -0.02, 0.00], [0.01, 0.01, 0.00], [0.07, -0.09, 0.08], [-0.08, -0.14, 0.12], [0.08, 0.24, -0.26], [-0.18, -0.09, -0.10], [0.04, -0.22, -0.01], [-0.02, 0.30, -0.04], [-0.01, 0.01, -0.02], [0.03, 0.05, -0.03], [0.00, 0.02, -0.04], [-0.02, -0.02, 0.04], [-0.05, -0.04, 0.04], [0.00, 0.05, -0.01], [-0.01, 0.06, 0.00], [-0.07, -0.07, -0.04], [0.05, 0.05, 0.01], [-0.07, -0.14, -0.01], [0.06, 0.06, 0.09], [-0.02, -0.20, -0.02], [0.01, 0.22, 0.01], [0.55, 0.09, 0.12], [0.19, -0.46, -0.36], [-0.37, -0.26, 0.06], [-0.23, -0.03, -0.01], [0.02, 0.21, 0.18], [0.03, -0.11, -0.02], [-0.03, -0.03, -0.01], [-0.03, -0.05, 0.00], [0.02, -0.01, -0.03], [0.07, 0.05, 0.02], [0.04, 0.10, 0.09], [0.04, -0.09, -0.03], [-0.03, -0.11, 0.04], [0.01, 0.04, 0.06], [0.05, 0.08, 0.08], [-0.08, 0.12, -0.01], [-0.09, 0.03, 0.10], [0.03, -0.08, 0.01], [0.01, 0.04, 0.08], [0.06, 0.05, 0.00], [0.00, -0.06, -0.12], [-0.08, -0.13, 0.02], [0.03, 0.03, 0.01], [0.02, 0.04, 0.00], [-0.02, 0.03, -0.01]]
}

{
  "formula": "C4H6ClN3O",
  "method": "ωB97M-V/def2-TZVPD",
  "smiles": "Cn1nc(N)c(O)c1Cl",
  "mol_weight_g_mol": 147.57,
  "relative_energy_kj_mol": 107.2,
  "homo_energy_ev": -8.23,
  "max_force_ev_per_a": 3.74,
  "total_energy_ha": -855.67970,
  "e_lumo_ev": 0.51,
  "homo_lumo_gap_ev": 8.733,
  "elements": ["C", "N", "N", "C", "N", "C", "O", "C", "Cl", "H", "H", "H", "H", "H", "H"],
  "xyz": [[2.24239, -0.95981, 0.27559], [0.97895, -0.19326, 0.40208], [0.78967, 0.68004, -0.56219], [-0.47950, 0.98341, -0.56683], [-0.99660, 1.87041, -1.57473], [-1.21517, 0.19949, 0.38461], [-2.58139, 0.18509, 0.52364], [-0.18501, -0.57277, 1.01458], [-0.28554, -1.80034, 2.16424], [2.20964, -1.34654, -0.77981], [3.08827, -0.39341, 0.37096], [2.18818, -1.66539, 1.05990], [-1.99407, 2.01038, -1.36207], [-0.82924, 1.49925, -2.49944], [-2.93058, -0.49654, 1.14947]],
  "atomic_forces_ev_per_a": [[-3.32, -0.79, -1.53], [1.26, -1.06, 0.57], [-0.03, 0.98, -0.29], [-1.61, 0.01, -0.94], [-0.49, -0.46, 1.79], [1.73, -1.03, 0.68], [-0.03, -0.34, 0.54], [-1.25, 1.90, -1.93], [-0.11, -0.31, 0.43], [0.25, -0.26, 1.25], [1.87, 1.89, 0.41], [0.32, -1.27, 0.41], [0.67, -0.06, -0.68], [-0.22, 0.04, 0.01], [0.94, 0.76, -0.72]]
}